217
Properties=species:S:1:pos:R:3:forces:R:3 method="wB97M-V/def2-TZVPD" energy_ev=-115572.3375 molar_mass_g_mol=1256.50 largest_force_ev_per_a=2.450 spin_multiplicity=1 charge=-1 homo_energy_ev=-5.81 de_lowest_kcal_mol=53.0 lumo_ha=0.0714 homo_lumo_gap_ev=7.7504
O -8.0985 -0.5387 -11.5534 0.1 -0.1 0.1
C -8.6308 -1.6058 -11.6415 -0.3 0.2 -0.6
O -9.9023 -1.8661 -11.4201 -0.2 0.2 0.5
B -10.1575 -3.2937 -11.6134 -0.3 -0.8 -0.1
O -8.8759 -3.8867 -12.0082 -0.4 0.0 -0.1
C -7.9951 -2.9189 -12.1320 1.3 0.0 0.3
O -6.8507 -3.0502 -12.4746 -0.4 0.1 -0.1
O -11.1711 -3.4765 -12.6845 0.7 0.4 0.0
C -12.3146 -3.7577 -12.1344 -1.0 -0.7 0.6
O -13.3642 -3.8972 -12.6999 0.1 0.1 0.1
C -12.0641 -3.9917 -10.5973 0.5 0.4 -0.4
O -10.7382 -3.9624 -10.4145 -0.2 0.6 -0.6
O -12.8790 -4.1008 -9.7349 -0.3 -0.3 0.1
C -12.5198 -7.2441 -12.1968 0.5 0.6 -0.3
C -13.1649 -8.6185 -12.2841 -0.6 1.0 0.9
C -12.2961 -9.6695 -12.9549 -0.1 1.3 -0.6
O -12.9638 -10.9041 -13.0803 0.4 0.2 -0.1
C -12.1194 -11.9120 -13.6157 -0.8 -0.2 0.6
N -13.6107 -9.0710 -10.9493 0.6 -1.1 -0.9
H -13.1040 -6.5576 -11.5790 -0.4 -0.2 -0.1
H -12.4852 -6.8119 -13.2015 0.1 0.1 0.0
H -11.5171 -7.1482 -11.7681 0.1 -0.6 -0.1
H -14.0594 -8.4060 -12.8861 0.1 -0.5 -0.4
H -11.3187 -9.7113 -12.4611 -0.1 -0.5 0.4
H -12.0827 -9.2478 -13.9459 0.0 -0.2 -0.2
H -11.2590 -12.0309 -12.9541 0.2 -0.1 -0.2
H -11.8175 -11.7622 -14.6544 0.1 0.4 0.0
H -12.7319 -12.8130 -13.5872 0.2 -0.1 0.0
H -13.9915 -9.9767 -11.2266 -0.3 0.0 1.0
H -14.3537 -8.4902 -10.5843 -0.1 0.0 -0.2
C -14.4662 -1.2295 -7.5340 -1.5 0.3 -0.5
C -13.1536 -0.5231 -7.7735 1.6 -1.0 -0.8
C -12.1295 -1.0253 -6.7506 -0.3 0.2 1.0
O -12.5880 -0.5580 -5.4838 0.4 0.6 -0.2
C -11.7427 -0.8270 -4.3853 -0.2 -0.7 -0.6
N -12.6163 -0.7543 -9.1367 -0.3 -0.8 0.1
H -15.1309 -1.3141 -8.4016 0.5 0.5 -0.4
H -15.0489 -0.6171 -6.8450 0.0 -0.4 0.4
H -14.4339 -2.2761 -7.2281 0.6 0.2 0.5
H -13.2377 0.5611 -7.7030 -0.2 0.0 0.4
H -11.0960 -0.7257 -6.9716 -0.2 0.8 0.1
H -12.0281 -2.1188 -6.7097 -0.6 -0.1 -0.3
H -11.9638 -0.1153 -3.5934 0.0 0.0 0.0
H -10.6846 -0.7775 -4.6615 0.0 0.2 0.0
H -11.9544 -1.8549 -4.0677 0.2 0.0 0.4
H -11.6191 -0.5638 -9.1640 0.0 0.2 0.0
H -12.6586 -1.7578 -9.3158 -0.2 0.1 -0.1
C -9.2490 -2.6887 -7.7585 -0.2 0.1 -0.1
C -9.1188 -3.8439 -6.7476 0.1 0.9 -0.3
C -10.2628 -4.8413 -6.9086 0.3 0.3 0.6
O -10.2105 -5.7465 -5.8217 0.4 0.0 0.4
C -10.9200 -6.9505 -5.9774 0.4 -0.1 -0.1
N -7.7847 -4.4551 -6.9017 -0.3 -0.4 1.4
H -8.9470 -3.0361 -8.7459 0.0 0.0 0.0
H -8.6652 -1.7965 -7.5178 0.4 -0.3 0.2
H -10.2609 -2.2853 -7.8396 0.0 -0.5 -0.1
H -9.1858 -3.4343 -5.7330 -0.4 0.0 0.1
H -10.2102 -5.3796 -7.8593 -0.2 0.2 -0.2
H -11.1702 -4.2427 -6.7835 -0.3 -0.2 -0.6
H -10.3930 -7.5931 -6.6920 -0.2 -0.1 -0.2
H -11.9572 -6.8095 -6.2925 0.0 0.1 0.0
H -10.8964 -7.4522 -5.0109 -0.1 0.0 0.0
H -7.1554 -3.8738 -6.3484 0.2 0.3 -0.6
H -7.8170 -5.2599 -6.2673 0.0 -0.3 -0.4
C -11.8881 -2.1012 -15.9879 -0.1 1.3 0.3
C -11.3042 -3.4228 -16.3751 -0.1 -0.4 -0.9
C -9.8559 -3.6210 -15.8500 -0.9 -0.9 0.0
O -8.8840 -2.6853 -16.2195 0.3 1.0 0.3
C -8.7230 -2.5448 -17.5926 -0.9 -0.3 -1.6
N -12.1309 -4.5301 -15.9192 0.6 -0.4 1.0
H -12.8688 -1.9239 -16.4376 0.1 -0.1 -0.3
H -11.2226 -1.2776 -16.2707 -0.1 0.0 -0.1
H -12.0655 -1.9972 -14.9129 0.3 -0.3 0.1
H -11.3561 -3.5219 -17.4671 0.5 0.3 0.0
H -9.5051 -4.6198 -16.1377 -0.2 -0.1 -0.1
H -9.9586 -3.6120 -14.7644 0.4 0.1 0.0
H -9.5228 -1.9729 -18.0885 -0.2 0.2 0.4
H -8.8013 -3.5103 -18.1129 0.4 -0.2 0.2
H -7.8162 -2.0418 -17.9256 0.3 -0.1 0.8
H -13.0491 -4.5391 -16.3402 0.0 0.2 -0.1
H -12.2492 -4.4026 -14.9156 -0.3 -0.3 0.0
C -6.8679 -7.6641 -10.8459 -0.1 -0.5 -0.2
C -7.7035 -7.1146 -9.6743 0.9 1.2 -0.6
C -7.1452 -7.6762 -8.3441 -2.3 -0.2 -0.9
O -7.2486 -9.0885 -8.2753 1.4 -0.8 0.1
C -8.3828 -9.7363 -8.7975 0.1 0.2 0.0
N -7.5350 -5.6413 -9.6654 -0.4 -0.5 0.3
H -5.9026 -8.0336 -10.4914 -0.1 -0.3 0.0
H -6.5994 -6.9902 -11.6623 -0.4 0.6 0.3
H -7.4287 -8.4545 -11.3508 0.3 -0.3 0.1
H -8.7470 -7.3815 -9.8577 -0.1 -0.2 0.4
H -7.7672 -7.3372 -7.5078 0.3 0.7 0.1
H -6.1143 -7.3345 -8.2873 0.1 -0.3 0.4
H -8.2834 -9.8870 -9.8757 -0.3 0.4 -0.1
H -9.2924 -9.1998 -8.5168 -0.2 -0.1 -0.3
H -8.4346 -10.7474 -8.3923 0.2 0.1 0.4
H -7.9678 -5.2223 -8.8389 0.3 -0.1 -0.2
H -7.9965 -5.2501 -10.4796 0.0 -0.1 -0.1
C -3.4478 -7.4258 -12.7393 -1.0 -0.9 0.0
C -3.4673 -6.4423 -13.9137 0.9 0.4 1.9
C -4.8842 -6.1339 -14.3469 -1.0 -0.1 -1.2
O -4.8778 -5.1002 -15.3176 -0.6 -0.7 -0.6
C -6.2223 -4.7822 -15.7017 1.0 0.3 1.7
N -2.8286 -5.1709 -13.5114 -0.1 0.3 0.8
H -3.8135 -6.9812 -11.8173 0.1 0.3 0.0
H -2.4692 -7.8670 -12.5452 0.1 0.2 -0.1
H -4.1341 -8.2613 -12.9422 0.1 -0.1 0.0
H -2.8743 -6.9419 -14.6815 -0.3 0.4 -0.6
H -5.6519 -5.8984 -13.5934 0.8 0.5 0.8
H -5.3928 -7.0277 -14.7559 0.5 -0.3 -0.4
H -6.6640 -4.3118 -14.8148 -0.4 0.0 -0.1
H -6.7976 -5.6893 -15.9026 -0.1 0.1 -0.6
H -6.2016 -4.0115 -16.4655 0.0 -0.4 -0.4
H -1.9151 -5.2764 -13.0711 0.3 -0.7 -0.7
H -3.3042 -4.8942 -12.6341 -0.5 0.1 -0.8
C -5.2506 -0.1334 -13.7158 -0.7 0.7 1.4
C -4.1243 -1.0471 -14.1386 2.1 0.6 0.4
C -3.2361 -1.2458 -12.8857 -0.5 -1.4 0.4
O -2.1170 -2.0676 -13.1655 -0.1 0.7 -0.6
C -1.1400 -2.0892 -12.1771 0.4 -0.6 0.3
N -4.5806 -2.3226 -14.7585 -0.5 2.1 0.9
H -5.5966 -0.5087 -12.7446 -0.3 -0.1 -0.1
H -6.1578 -0.0360 -14.3164 0.3 -0.5 -0.5
H -4.9982 0.9046 -13.4716 0.6 -0.1 -0.3
H -3.3645 -0.5343 -14.7412 -0.6 -0.1 -0.9
H -3.8606 -1.7529 -12.1324 0.0 0.0 0.2
H -2.8765 -0.3134 -12.4393 -0.3 0.3 -0.3
H -0.6829 -1.1345 -11.8798 -0.4 0.4 -0.3
H -0.3150 -2.6848 -12.5738 -0.1 -0.1 0.0
H -1.4989 -2.5768 -11.2625 0.0 0.0 0.1
H -5.2654 -1.8860 -15.3832 0.0 -0.7 -0.5
H -5.2168 -2.6277 -14.0152 0.2 -0.8 -0.2
C -4.8153 0.5714 -9.5998 0.1 0.9 0.7
C -6.0230 1.4683 -9.2390 -1.0 -1.2 -0.8
C -5.7273 2.6271 -8.3408 0.7 1.7 0.1
O -6.9077 3.2086 -7.7728 -1.2 -0.9 0.1
C -6.7219 4.3447 -6.9659 1.3 -0.2 -0.2
N -6.6566 1.8586 -10.4953 -0.3 1.3 -0.2
H -4.4461 0.0451 -8.7165 -0.1 -0.3 -0.1
H -3.9763 1.1717 -9.9606 -0.1 0.1 -0.2
H -5.1016 -0.1055 -10.3997 0.0 -0.2 0.1
H -6.7065 0.8546 -8.6284 0.0 -0.2 0.0
H -5.2760 3.4876 -8.8524 0.5 -0.4 -0.5
H -5.0061 2.3112 -7.5790 -0.2 0.0 0.3
H -6.0085 4.9992 -7.4810 0.0 0.3 0.2
H -6.2984 4.0503 -6.0004 0.1 0.1 0.1
H -7.6232 4.9199 -6.7622 -0.4 -0.4 -0.4
H -7.3562 2.6039 -10.3901 0.5 -0.3 0.3
H -7.1985 1.1433 -10.9650 0.5 -0.5 0.3
C -10.3789 1.8605 -9.4374 0.0 0.1 2.0
C -10.3368 3.3449 -9.8342 -0.1 -0.9 -0.4
C -11.1849 4.2322 -8.8978 0.9 -0.3 -0.1
O -11.9557 5.0995 -9.7022 -0.8 -0.1 0.7
C -13.0847 5.5859 -9.0048 -0.4 0.2 -0.1
N -8.9366 3.7011 -9.9343 0.4 0.7 0.4
H -10.1195 1.7937 -8.3671 0.2 0.2 0.1
H -9.6311 1.2078 -9.8863 -0.2 0.2 -0.7
H -11.3766 1.4240 -9.4164 -0.1 0.2 -0.7
H -10.7764 3.3682 -10.8347 -0.1 0.5 0.0
H -10.5397 4.8124 -8.2223 0.3 0.2 -0.2
H -11.7243 3.6020 -8.1787 -0.8 0.0 -0.5
H -13.6140 4.7778 -8.4935 0.0 -0.1 0.0
H -13.7895 6.0453 -9.6980 0.2 -0.1 -0.3
H -12.8641 6.3634 -8.2652 0.4 -0.1 0.1
H -8.5103 3.6289 -9.0127 0.1 -0.3 0.0
H -8.7561 4.6641 -10.2057 -0.5 0.0 -0.2
C -6.2532 3.8940 -13.2628 -0.9 -1.2 0.3
C -7.4107 3.1453 -13.9952 1.0 1.6 0.2
C -8.7403 3.7541 -13.5204 0.3 -0.7 -0.1
O -9.8676 3.0243 -13.9752 -0.1 0.4 0.0
C -10.0392 1.6988 -13.5162 0.3 0.3 0.8
N -7.2406 3.2684 -15.4474 -1.1 -0.6 -0.6
H -6.6595 4.8130 -12.8367 0.5 0.4 -0.3
H -5.3732 3.9757 -13.8954 -0.1 0.5 -0.1
H -5.9765 3.2656 -12.4134 0.1 0.2 0.1
H -7.3141 2.0905 -13.7444 -0.2 0.0 -0.1
H -8.8666 4.7395 -13.9734 0.2 0.1 -0.1
H -8.6874 3.9163 -12.4388 -0.4 -0.4 0.2
H -10.7051 1.2346 -14.2385 0.2 -0.4 0.1
H -10.4777 1.6553 -12.5099 -0.4 0.2 -0.1
H -9.0860 1.1861 -13.3577 -0.1 -0.2 -0.6
H -7.4636 4.2095 -15.7718 0.5 0.3 0.5
H -8.0719 2.7975 -15.8178 0.4 -0.4 -0.2
C -17.2961 -6.7397 -14.0601 -0.3 -1.0 0.1
C -16.4196 -6.1168 -15.1390 0.7 0.1 1.5
C -16.7214 -4.6273 -15.2842 -1.0 -1.0 -1.1
O -16.5016 -3.9607 -14.0831 0.0 0.2 0.3
C -16.4874 -2.5603 -14.1750 0.4 0.9 0.3
N -15.0054 -6.3347 -14.7616 0.5 0.4 0.3
H -18.3705 -6.5612 -14.1402 0.1 0.3 -0.3
H -16.9994 -6.4657 -13.0475 0.1 0.2 -0.1
H -17.1962 -7.8269 -14.1415 0.1 0.0 0.2
H -16.5437 -6.6938 -16.0563 -0.5 0.6 -0.3
H -17.7826 -4.5884 -15.5714 -0.1 0.3 0.0
H -16.1780 -4.2615 -16.1654 0.4 0.5 0.3
H -16.2566 -2.0836 -13.2197 0.3 -0.7 0.3
H -17.4336 -2.0560 -14.4014 -0.3 -0.6 -0.7
H -15.6910 -2.2389 -14.8500 -0.2 0.1 -0.3
H -14.5084 -5.4460 -14.7881 0.0 0.0 -0.4
H -14.9006 -6.5204 -13.7679 -0.4 -0.3 0.0
C -4.9656 -3.8932 -8.7567 0.7 0.7 0.7
C -4.0333 -4.2513 -9.9204 0.2 0.9 0.2
C -2.9170 -5.1976 -9.4626 -0.9 -1.2 -0.9
O -1.9913 -5.3867 -10.5159 0.5 0.2 -0.5
C -0.9271 -6.2428 -10.1502 -0.2 0.7 1.1
N -4.8173 -4.7373 -11.0436 1.0 -1.1 0.1
H -5.1430 -4.7512 -8.1066 -0.2 -0.1 -0.1
H -5.9203 -3.5058 -9.1022 -0.1 -0.3 -0.2
H -4.5671 -3.0954 -8.1168 0.3 -0.1 0.0
H -3.4629 -3.3856 -10.2752 -0.3 0.3 0.1
H -3.3478 -6.1973 -9.2927 -0.2 0.0 0.4
H -2.4447 -4.8886 -8.5253 0.1 0.3 -0.1
H -0.2346 -6.4994 -10.9480 -0.5 0.2 -0.5
H -1.3073 -7.1597 -9.6891 0.0 -0.1 -0.1
H -0.3511 -5.6935 -9.3950 0.3 -0.3 0.2
H -5.3087 -5.5533 -10.6939 -0.3 0.1 -0.2
H -5.5270 -4.0774 -11.3236 0.0 0.2 0.0